Computed, not measured: a cluster of 14 separate species, C3H33O14 in total, with wB97M-V/def2-TZVPD.

The value obtained for the gap between HOMO and LUMO is 8.45 eV. As for the LUMO energy: 2.59 eV.

```
! RIJCOSX wB97M-V def2-TZVPD def2/J DEFGRID3
* xyz -1 1
C -0.82 -1.42 -0.83
C -0.68 0.04 -0.28
C -1.44 0.12 1.02
O 0.67 0.41 0.03
H -1.71 -1.44 -1.48
H -0.89 -2.18 -0.16
H 0.05 -1.51 -1.49
H -0.90 0.79 -0.99
H -1.02 -0.61 1.74
H -2.48 -0.10 0.88
H -1.34 1.12 1.47
O 0.90 2.99 0.64
H 0.01 3.35 0.53
H 0.81 2.09 0.43
O 2.95 -0.81 -1.22
H 2.12 -0.56 -0.81
H 3.58 -0.08 -1.20
O 1.87 -3.40 -0.62
H 2.61 -3.96 -0.75
H 2.23 -2.67 -1.11
O -0.47 -3.72 -2.75
H -0.52 -3.43 -3.67
H -0.40 -2.98 -2.17
O 0.07 -4.98 0.80
H 0.70 -4.58 0.25
H -0.74 -4.55 0.50
O -1.30 3.85 3.36
H -0.87 3.08 3.68
H -1.52 3.58 2.45
O -1.30 3.06 -2.15
H -0.77 2.27 -2.17
H -2.04 2.92 -2.71
O 1.65 0.66 2.58
H 0.83 0.90 3.01
H 1.39 0.33 1.66
O 1.52 -1.88 2.08
H 1.34 -1.03 2.52
H 1.30 -1.91 1.14
O 1.14 1.56 -2.40
H 1.00 1.42 -1.41
H 1.32 2.47 -2.56
O -0.65 -0.66 4.60
H -0.06 -1.42 4.69
H -1.37 -0.98 4.10
O -1.54 4.10 0.36
H -1.36 4.95 -0.04
H -1.69 3.59 -0.44
O -0.96 0.56 -3.95
H -0.11 0.92 -3.64
H -1.11 -0.27 -3.54
*
```

***

Computed, not measured: a cluster of 13 separate species, C3H34N2O12 in total, with wB97M-V/def2-TZVPD.

The value obtained for the gap between HOMO and LUMO is 9.86 eV. As for the LUMO energy: 0.26 eV.

```
! RIJCOSX wB97M-V def2-TZVPD def2/J DEFGRID3
* xyz 0 1
C -0.72 0.49 -1.97
C -0.22 -0.13 -0.67
C 0.92 -1.12 -0.85
N 1.06 -1.88 0.44
N -1.51 1.69 -1.57
H 0.07 0.93 -2.59
H -1.20 -0.19 -2.67
H -0.01 0.72 -0.04
H -0.96 -0.78 -0.25
H 1.81 -0.56 -1.16
H 0.67 -1.89 -1.57
H 0.16 -2.26 0.76
H 1.61 -2.72 0.27
H -2.15 1.35 -0.83
H -2.11 1.96 -2.37
H -0.66 -0.87 3.51
H -1.86 -0.08 2.80
O -1.61 -0.92 3.19
H 2.64 -0.12 0.75
H 1.92 1.45 0.98
O 2.75 0.82 0.83
H 2.38 -3.65 -2.79
H 2.75 -2.51 -1.90
O 2.28 -3.33 -1.89
H -3.97 0.87 1.95
H -3.09 2.14 1.82
O -3.10 1.28 2.21
H -1.96 -3.62 1.61
H -1.69 -2.13 2.08
O -1.69 -2.79 1.32
H 1.19 -0.05 3.36
H 1.22 -1.34 2.59
O 1.10 -0.98 3.48
H 4.12 0.68 -2.78
H 5.45 0.06 -2.84
O 4.57 -0.06 -3.27
H -2.81 -2.14 0.13
H -3.84 -2.90 -0.85
O -3.64 -2.06 -0.44
H -0.35 3.38 -1.93
H 0.36 4.74 -1.79
O 0.52 3.78 -1.75
H -5.63 -0.14 1.21
H -4.38 -0.72 0.36
O -4.87 0.07 0.65
H 0.09 2.43 1.09
H 0.61 3.18 -0.06
O 0.89 2.96 0.84
H 4.15 2.92 -1.34
H 3.34 1.81 -0.61
O 3.87 2.00 -1.42
*
```

***

Computed, not measured: a cluster of 15 separate species, C3H34N2O16 in total, with wB97M-V/def2-TZVPD.

The value obtained for the gap between HOMO and LUMO is 9.89 eV. As for the LUMO energy: -0.14 eV.

```
! RIJCOSX wB97M-V def2-TZVPD def2/J DEFGRID3
* xyz 0 1
O 0.10 -0.86 -2.63
C -0.52 0.01 -2.00
N -1.05 1.06 -2.79
C -2.44 1.41 -2.83
O -2.83 1.84 -3.89
C -0.74 0.10 -0.54
N -0.03 -0.93 0.24
H -0.52 1.33 -3.61
H -3.06 1.35 -1.94
H -0.26 1.05 -0.27
H -1.76 0.15 -0.16
H -0.34 -1.84 -0.08
H -0.07 -0.78 1.22
H 3.81 -1.04 -0.21
H 2.40 -1.00 0.60
O 3.35 -0.84 0.62
H 0.47 2.07 1.44
H 0.45 1.59 2.81
O -0.01 1.42 1.94
H 1.55 3.84 1.58
H 0.34 4.37 2.41
O 1.29 4.50 2.25
H -4.00 -1.20 0.26
H -5.30 -0.79 0.75
O -4.42 -0.42 0.66
H 2.03 1.10 4.25
H 1.89 2.62 3.82
O 1.37 1.86 4.18
H 0.27 -3.72 -1.49
H 0.49 -4.41 -0.14
O -0.21 -4.12 -0.72
H -3.28 -3.48 -0.30
H -4.40 -2.88 -1.16
O -4.03 -2.87 -0.27
H 4.04 0.30 2.50
H 2.56 -0.11 2.14
O 3.10 0.50 2.67
H -2.25 1.47 2.08
H -3.74 0.87 2.36
O -3.21 1.63 2.12
H 2.36 -4.18 -0.68
H 2.62 -2.96 0.05
O 2.34 -3.87 0.23
H 2.62 1.91 1.11
H 2.43 2.06 -0.42
O 2.33 2.53 0.42
H 1.79 -0.24 -4.16
H 2.07 -1.69 -4.25
O 2.52 -0.85 -4.14
H 1.83 -1.61 -1.95
H 3.14 -1.92 -2.39
O 2.60 -2.13 -1.61
H -3.74 3.12 -0.09
H -2.90 2.15 0.41
O -3.06 2.57 -0.45
*
```

***

Computed, not measured: a cluster of 15 separate species, C3H34O15S in total, with wB97M-V/def2-TZVPD.

The value obtained for the gap between HOMO and LUMO is 6.23 eV. As for the LUMO energy: 4.96 eV.

```
! RIJCOSX wB97M-V def2-TZVPD def2/J DEFGRID3
* xyz -2 1
C 0.10 0.48 0.17
O -0.89 0.18 -0.72
C -0.35 1.61 1.10
C 0.80 2.24 1.90
S 0.62 1.90 3.70
H 0.30 -0.50 0.80
H 1.09 0.67 -0.32
H -1.22 1.31 1.68
H -0.94 2.35 0.45
H 0.82 3.27 1.83
H 1.73 1.85 1.64
H 2.95 -1.03 -1.81
H 3.10 0.46 -1.62
O 3.22 -0.39 -1.14
H -2.06 1.91 -1.02
H -2.65 3.11 -0.40
O -2.35 2.81 -1.32
H -0.33 -2.67 -1.71
H 0.56 -3.95 -1.75
O 0.17 -3.27 -2.34
H 1.41 -1.03 -3.06
H 1.64 -2.49 -2.95
O 2.14 -1.64 -3.20
H -3.13 2.23 2.38
H -3.61 1.45 1.05
O -3.52 2.35 1.55
H -1.12 -1.30 -0.59
H -1.32 -2.40 0.51
O -1.52 -2.27 -0.44
H -3.22 -0.93 0.87
H -2.40 -0.05 0.14
O -3.31 -0.06 0.40
H -0.54 0.02 -2.14
H -0.93 -0.94 -3.28
O -0.36 -0.25 -3.12
H -0.01 -0.21 4.20
H -1.33 -0.75 4.19
O -0.45 -0.99 4.32
H 0.41 -4.20 1.03
H 1.66 -3.59 0.93
O 1.26 -4.35 0.57
H 2.81 -0.54 0.56
H 3.10 -0.22 2.18
O 2.89 -0.77 1.46
H 0.41 3.42 -0.89
H -0.73 3.28 -1.73
O 0.11 3.61 -1.73
H -0.15 -2.30 3.17
H 0.34 -1.89 1.70
O -0.18 -2.60 2.23
H 1.43 3.02 -2.78
H 1.53 1.59 -3.44
O 2.02 2.46 -3.22
*
```

***

Computed, not measured: a cluster of 14 separate species, C3H36N2O13 in total, with wB97M-V/def2-TZVPD.

The value obtained for the gap between HOMO and LUMO is 8.55 eV. As for the LUMO energy: -0.39 eV.

```
! RIJCOSX wB97M-V def2-TZVPD def2/J DEFGRID3
* xyz 0 1
N 3.26 2.03 -0.29
C 3.81 0.65 -0.59
C 2.77 -0.47 -0.61
C 1.64 -0.32 -1.66
N 0.53 0.48 -1.08
H 3.82 2.66 -0.81
H 3.11 2.13 0.68
H 4.32 0.83 -1.59
H 4.59 0.39 0.11
H 2.39 -0.67 0.40
H 3.24 -1.50 -0.60
H 2.18 0.14 -2.50
H 1.40 -1.36 -2.10
H 1.06 1.20 -0.56
H 0.04 -0.05 -0.37
H 0.35 0.45 -4.48
H -0.01 1.12 -3.02
O 0.03 1.19 -3.98
H -1.17 -1.48 -2.46
H -1.80 -3.03 -2.32
O -1.55 -2.19 -1.96
H 1.60 1.94 -3.17
H 2.79 2.32 -2.14
O 2.44 2.37 -3.03
H -0.46 2.42 2.47
H 0.27 1.89 3.83
O 0.18 2.56 3.15
H -2.20 2.74 0.32
H -2.80 3.25 -1.02
O -2.96 2.62 -0.31
H 0.08 -1.44 1.88
H 0.73 -1.17 3.31
O 0.90 -1.25 2.38
H 0.35 -3.97 -0.96
H 1.63 -4.36 -0.27
O 1.29 -3.72 -0.89
H -4.45 -0.51 -1.15
H -3.56 -1.61 -1.64
O -4.22 -0.99 -1.95
H 2.64 0.17 2.43
H 1.18 0.93 2.18
O 2.14 0.94 2.17
H -2.75 -2.53 1.45
H -4.11 -1.75 1.22
O -3.17 -1.68 1.35
H -2.35 -1.43 3.39
H -1.95 0.11 3.32
O -1.75 -0.77 3.74
H -3.04 1.68 2.65
H -2.64 1.02 1.36
O -2.26 1.32 2.22
H -0.44 -2.61 -0.15
H -1.48 -1.45 0.02
O -0.92 -2.07 0.47
*
```

***

Computed, not measured: a structure of composition C3H37BeO16, with wB97M-V/def2-TZVPD.

The value obtained for the gap between HOMO and LUMO is 8.42 eV. As for the LUMO energy: -3.66 eV.

```
! RIJCOSX wB97M-V def2-TZVPD def2/J DEFGRID3
* xyz 1 1
Be 5.44 -11.56 -28.07
C 4.67 -8.93 -30.07
C 3.80 -10.02 -29.49
C 3.69 -11.17 -30.53
O 4.43 -10.49 -28.35
H 5.76 -9.18 -30.13
H 4.49 -8.10 -29.41
H 4.36 -8.63 -31.07
H 2.84 -9.68 -29.11
H 4.70 -11.62 -30.74
H 3.16 -10.69 -31.34
H 3.12 -11.99 -30.16
O 4.78 -13.15 -28.39
H 3.90 -13.51 -28.53
H 5.36 -13.91 -28.24
O 1.29 -7.92 -30.76
H 0.91 -7.09 -30.38
H 1.36 -7.58 -31.65
O 0.18 -10.57 -30.12
H -0.51 -9.96 -30.16
H 0.69 -10.32 -30.86
O 1.04 -8.18 -28.14
H 1.81 -8.54 -27.64
H 1.20 -8.24 -29.06
O 5.89 -11.69 -26.43
H 5.46 -12.12 -25.64
H 6.48 -11.06 -26.06
O 6.88 -11.42 -28.88
H 7.56 -12.06 -29.11
H 7.48 -10.63 -29.05
O 3.35 -6.14 -28.43
H 3.14 -5.37 -29.00
H 2.52 -6.53 -28.16
O 3.13 -8.92 -26.71
H 3.48 -9.53 -27.34
H 3.04 -9.38 -25.83
O 5.93 -8.73 -27.12
H 6.29 -7.90 -27.48
H 5.13 -8.45 -26.65
O 0.61 -10.63 -27.02
H 1.49 -11.06 -26.96
H 0.51 -10.49 -27.94
O 3.02 -12.11 -26.31
H 3.30 -11.69 -25.50
H 2.93 -13.03 -26.10
O 3.16 -5.96 -31.68
H 4.10 -5.79 -31.90
H 3.16 -6.68 -31.04
O 7.89 -7.02 -30.25
H 8.40 -7.77 -30.41
H 7.21 -7.21 -29.61
O 2.15 -14.21 -28.42
H 1.79 -13.72 -27.69
H 1.70 -15.01 -28.54
O 6.15 -6.08 -28.15
H 6.39 -5.22 -28.48
H 5.23 -6.20 -28.29
*
```

***

Computed, not measured: a structure of composition C3H39BeO17, with wB97M-V/def2-TZVPD.

The value obtained for the gap between HOMO and LUMO is 7.90 eV. As for the LUMO energy: -3.63 eV.

```
! RIJCOSX wB97M-V def2-TZVPD def2/J DEFGRID3
* xyz 1 1
Be 0.18 -1.92 -2.13
C 0.43 1.06 -1.64
C 1.28 0.22 -0.74
C 0.76 0.10 0.66
O 1.22 -1.04 -1.33
H 0.86 1.12 -2.64
H 0.31 1.99 -1.17
H -0.63 0.74 -1.54
H 2.33 0.54 -0.68
H 0.67 1.12 1.10
H 1.32 -0.51 1.30
H -0.26 -0.21 0.62
O 3.36 -2.00 0.96
H 3.10 -1.41 0.26
H 3.59 -2.70 0.36
O -0.30 4.38 0.66
H -0.16 5.29 0.40
H -1.07 4.03 0.29
O -3.54 0.81 -1.73
H -4.38 0.45 -1.36
H -3.94 1.63 -2.06
O 2.05 1.37 3.54
H 2.93 0.98 3.60
H 1.47 0.83 4.08
O -1.92 2.17 0.07
H -2.58 1.56 -0.31
H -1.04 2.12 -0.36
O 0.02 -1.44 -3.78
H -0.06 -1.77 -4.64
H -0.63 -0.72 -3.89
O 0.63 -3.50 -2.01
H 1.47 -3.58 -1.58
H 0.63 -4.04 -2.80
O 0.05 -1.28 3.46
H -0.21 -1.06 2.58
H 0.97 -1.45 3.26
O 2.54 -2.62 3.54
H 3.05 -2.42 2.69
H 3.20 -2.95 4.13
O -2.23 0.06 -3.94
H -2.08 0.91 -4.30
H -2.66 0.33 -3.12
O -1.57 -2.29 1.24
H -1.97 -3.06 1.59
H -0.64 -2.53 1.20
O -1.98 4.42 -2.44
H -1.03 4.33 -2.36
H -2.20 3.66 -2.99
O 1.04 3.76 2.87
H 0.61 3.83 2.03
H 1.55 2.94 2.75
O 0.95 -3.24 0.82
H 1.07 -4.16 0.96
H 1.87 -3.00 0.71
O -1.32 -1.88 -1.44
H -2.01 -2.47 -1.73
H -1.40 -1.91 -0.45
O -1.52 1.29 2.76
H -0.60 1.49 2.81
H -1.60 1.65 1.87
*
```

***

Computed, not measured: a structure of composition C3H3AgFO2, with wB97M-V/def2-TZVPD.

As for the expectation value of S²: 0.766. The value obtained for the gap between HOMO and LUMO (spin up / spin down) is 5.43 / 7.62 eV. As for the LUMO energy (spin up / spin down): -1.51 / -1.77 eV.

```
! RIJCOSX wB97M-V def2-TZVPD def2/J DEFGRID3
* xyz 0 2
H -0.02 -1.87 0.70
F -1.97 -0.13 1.53
O -0.42 1.08 -0.07
O 1.28 -0.14 -0.47
C -0.29 0.18 1.02
C 0.44 -0.92 0.42
C 0.28 0.52 -1.12
H 0.03 0.66 1.95
H -0.06 -1.21 -0.94
Ag 0.74 1.83 -3.03
*
```